{"formula": "C44H47N6O10", "method": "the ωB97M-V functional and the def2-TZVPD basis", "charge": -1, "lumo_energy_ha": 0.0236, "multiplicity": 1, "gap_ev": 2.673, "species": ["C", "C", "C", "C", "C", "C", "C", "C", "C", "C", "C", "C", "N", "C", "C", "H", "H", "H", "H", "H", "H", "H", "H", "H", "H", "H", "H", "H", "H", "H", "H", "H", "H", "H", "H", "H", "H", "C", "C", "C", "C", "C", "C", "N", "O", "O", "H", "H", "H", "H", "H", "C", "C", "C", "C", "C", "C", "N", "O", "O", "H", "H", "H", "H", "H", "C", "C", "C", "C", "C", "C", "N", "O", "O", "H", "H", "H", "H", "H", "C", "C", "C", "C", "C", "C", "N", "O", "O", "H", "H", "H", "H", "H", "C", "C", "C", "C", "C", "C", "N", "O", "O", "H", "H", "H", "H", "H"], "xyz": [[0.72137, 6.30065, 2.30099], [1.02642, 5.68619, 0.93210], [0.93702, 6.69564, -0.22365], [1.90211, 6.41784, -1.37969], [1.34545, 5.57235, -2.55628], [0.16223, 4.67283, -2.23107], [-0.15540, 3.65704, -3.32162], [-1.07109, 2.53123, -2.81376], [-0.49910, 1.63873, -1.70691], [0.81772, 1.11762, -2.00517], [2.01803, 1.60458, -1.41562], [3.24812, 1.06017, -1.75897], [3.43942, 0.07207, -2.64051], [2.31148, -0.39282, -3.19643], [1.02875, 0.06259, -2.93475], [-0.01188, 7.10265, 2.24921], [1.62377, 6.64333, 2.80356], [0.29372, 5.53332, 2.94778], [2.04130, 5.29443, 0.94929], [0.32349, 4.87714, 0.75632], [-0.08413, 6.77845, -0.58904], [1.17671, 7.68073, 0.18843], [2.25465, 7.36192, -1.79676], [2.79200, 5.91692, -0.99801], [2.15460, 4.94383, -2.93077], [1.07861, 6.23931, -3.37889], [0.32596, 4.15148, -1.29047], [-0.72785, 5.28946, -2.07743], [-0.67072, 4.18063, -4.13629], [0.77659, 3.27622, -3.74515], [-1.95242, 3.02975, -2.39502], [-1.42113, 1.94923, -3.67122], [-0.43959, 2.22439, -0.78384], [1.95853, 2.41636, -0.70349], [4.14264, 1.47273, -1.30147], [2.42906, -1.21099, -3.90117], [0.17628, -0.38245, -3.42705], [-5.25318, 0.09783, 2.34727], [-3.89456, -0.16856, 2.27641], [-2.99743, 0.85275, 2.00676], [-3.48900, 2.12917, 1.80871], [-4.84157, 2.41115, 1.84748], [-5.72912, 1.38322, 2.12597], [-2.53700, 3.22451, 1.56333], [-1.35934, 2.95013, 1.57430], [-2.99195, 4.33889, 1.37856], [-5.94024, -0.70674, 2.57657], [-3.53354, -1.17273, 2.44312], [-1.93636, 0.65956, 1.94854], [-5.19579, 3.41684, 1.67894], [-6.79012, 1.58774, 2.17623], [-1.70419, 1.00587, 7.56714], [-2.77958, 0.49385, 8.28253], [-3.60819, -0.45538, 7.70755], [-3.33644, -0.87833, 6.41966], [-2.27411, -0.37902, 5.68857], [-1.45419, 0.57305, 6.27187], [-4.20548, -1.88992, 5.80052], [-5.16475, -2.28716, 6.43423], [-3.91936, -2.25532, 4.68033], [-1.05916, 1.74678, 8.02057], [-2.97387, 0.83528, 9.28992], [-4.44927, -0.85719, 8.25214], [-2.09055, -0.71953, 4.68075], [-0.62146, 0.97691, 5.71314], [-8.88231, -4.65952, 4.13970], [-9.50891, -4.77448, 2.90510], [-8.87198, -4.32990, 1.75730], [-7.61025, -3.77838, 1.87124], [-6.96950, -3.65184, 3.09108], [-7.61619, -4.09639, 4.23290], [-6.91549, -3.31155, 0.65633], [-7.49767, -3.40620, -0.40420], [-5.80429, -2.85576, 0.81237], [-9.38254, -5.01120, 5.03262], [-10.49532, -5.21223, 2.83510], [-9.34937, -4.41210, 0.79238], [-5.98216, -3.21699, 3.15532], [-7.12705, -4.00310, 5.19302], [4.45662, -4.51087, -4.07950], [3.12910, -4.16483, -3.87062], [2.11991, -4.83754, -4.54176], [2.46923, -5.85768, -5.40944], [3.78801, -6.21451, -5.63310], [4.78748, -5.52980, -4.96177], [1.40847, -6.59430, -6.11314], [0.25846, -6.25764, -5.92117], [1.74266, -7.50501, -6.84873], [5.23287, -3.98143, -3.55092], [2.88827, -3.36417, -3.18448], [1.08463, -4.57136, -4.38930], [4.03108, -7.01114, -6.31979], [5.82475, -5.78807, -5.12207], [10.35258, -0.34388, -2.17185], [9.94849, -1.22282, -1.17574], [9.13979, -2.30290, -1.48837], [8.75315, -2.48296, -2.80293], [9.13904, -1.61766, -3.80893], [9.94589, -0.53947, -3.48486], [7.90194, -3.63309, -3.14232], [7.54715, -4.36195, -2.23861], [7.59301, -3.78264, -4.30807], [10.98407, 0.49882, -1.92325], [10.26115, -1.06590, -0.15278], [8.81441, -2.98937, -0.72152], [8.81302, -1.77736, -4.82546], [10.25489, 0.14997, -4.25806]], "forces_ev_per_angstrom": [[-0.1408, -0.5714, 0.1401], [-0.3088, 0.4751, -0.1471], [0.4405, 0.2898, 0.2813], [-0.2207, -0.2175, -0.4930], [0.1405, 0.0723, 0.2002], [-0.0833, 0.1169, -0.0574], [-0.1102, 0.2405, -0.0240], [-0.2811, -0.4815, 0.2586], [0.8808, 0.4296, -0.0377], [-0.6148, -0.0633, 0.1049], [0.1931, -0.6908, -0.0977], [-0.4121, 0.2635, 0.2494], [0.0626, -0.0502, 0.0556], [-0.6508, 0.0390, -0.0735], [0.7611, 0.3660, -0.1274], [0.0104, 0.1571, -0.0692], [0.0559, 0.3282, -0.0652], [-0.0396, -0.0146, 0.1062], [0.0214, -0.3051, -0.0070], [0.1398, -0.2479, -0.0436], [-0.1539, -0.0505, 0.0067], [0.0677, 0.0761, 0.0158], [0.0368, 0.1240, 0.0285], [0.0494, -0.0213, 0.1956], [0.0682, -0.0422, -0.0816], [-0.0918, 0.0303, -0.0922], [0.1394, -0.1529, 0.0279], [-0.0929, 0.0140, 0.0978], [0.0417, 0.0330, -0.1369], [0.0403, -0.2528, 0.0643], [-0.2275, -0.0537, -0.1203], [-0.0134, -0.0229, -0.1146], [0.0302, 0.1425, 0.0552], [0.0703, 0.0981, 0.0810], [0.1277, -0.0104, 0.0141], [0.1044, -0.0249, -0.1102], [-0.0694, -0.1027, -0.0447], [-0.0742, -0.0121, 0.0373], [0.0301, 0.0536, 0.0244], [0.0894, -0.1328, 0.0314], [-0.0932, -0.0927, -0.0107], [-0.1560, 0.0744, 0.0662], [0.0875, -0.0581, 0.0285], [-0.0094, 0.0090, -0.0847], [0.1162, 0.0901, 0.1256], [-0.0037, 0.0159, -0.0067], [-0.0263, 0.0056, -0.0465], [0.0068, -0.0232, -0.0731], [0.0202, 0.0953, -0.1096], [0.1008, 0.0358, -0.0308], [-0.0063, 0.0094, -0.0233], [-0.0216, -0.0192, -0.0078], [0.0654, 0.0223, -0.0646], [-0.0707, 0.0175, 0.1631], [0.0911, 0.0683, 0.0605], [0.1006, 0.0248, -0.1359], [-0.0182, 0.0243, 0.0913], [-0.0166, 0.1758, -0.0303], [-0.0166, -0.0469, 0.0164], [-0.0865, -0.2141, -0.0513], [-0.0021, 0.0103, -0.0035], [-0.0124, -0.0020, 0.0069], [-0.0234, -0.0634, -0.0746], [-0.0689, -0.0488, 0.0075], [-0.0050, -0.0007, -0.0251], [0.0099, 0.0083, -0.0422], [0.0563, 0.0193, 0.0761], [-0.1588, -0.0613, -0.0553], [-0.0646, -0.0621, 0.1262], [0.1161, 0.0532, 0.0809], [-0.1008, -0.0558, 0.0219], [-0.0582, 0.0137, 0.2272], [0.0082, -0.0179, -0.0291], [0.1399, 0.0745, -0.2188], [-0.0060, 0.0038, 0.0045], [-0.0094, -0.0004, -0.0134], [0.0856, 0.0353, -0.0517], [0.0082, -0.0189, -0.0574], [0.0380, 0.0381, -0.0136], [-0.1014, -0.0070, -0.0026], [0.0532, 0.0034, 0.0246], [-0.0649, 0.0697, 0.0762], [0.0918, 0.0618, 0.0665], [0.1397, -0.0617, -0.0482], [-0.0538, 0.0208, 0.0296], [0.0070, -0.0032, -0.0220], [-0.0385, 0.0050, 0.0069], [0.0002, -0.0202, -0.0228], [0.0379, 0.0159, 0.0181], [-0.0596, 0.0097, -0.0182], [-0.0262, -0.0638, -0.0546], [-0.1027, -0.0206, -0.0163], [0.0168, 0.0121, 0.0021], [-0.0093, -0.0188, -0.0068], [0.0245, 0.0444, -0.0831], [0.0276, -0.0177, 0.1738], [0.0818, 0.0919, 0.0253], [0.0247, 0.0788, -0.1578], [0.0279, -0.0100, 0.0963], [-0.0789, 0.0461, -0.0067], [0.0266, -0.0490, 0.0182], [0.0957, -0.0368, -0.0381], [-0.0088, 0.0113, 0.0031], [-0.0122, -0.0029, 0.0134], [-0.0572, -0.0534, -0.0681], [-0.0605, -0.0775, 0.0288], [-0.0135, 0.0039, -0.0136]], "mulliken_charge": [-1.4933, 0.6240, -0.8100, -0.7957, -0.8676, 0.5679, -0.9811, -0.9869, -0.9172, 0.7680, -0.0552, -0.5511, -0.7346, -0.4530, -0.5626, 0.3448, 0.3718, 0.3493, 0.2349, -0.4058, 0.3674, 0.4963, 0.3318, 0.3747, 0.2747, 0.3603, -0.5332, 0.4063, 0.5492, 0.3788, 0.4013, 0.3870, -0.0551, 0.2828, 0.3242, 0.6295, 0.4108, -0.2767, -0.5204, -0.3226, -0.2333, -0.2341, -0.6744, 1.1744, -0.5466, -0.6736, 0.2672, 0.5652, 0.5696, 0.4931, 0.3960, -0.4407, -0.4157, -0.3577, 0.0496, -0.1661, -0.6050, 1.0781, -0.6434, -0.5668, 0.3832, 0.3657, 0.4511, 0.4620, 0.4169, -0.4555, -0.3603, -0.4915, 0.0173, -0.2989, -0.4755, 1.0421, -0.6181, -0.5801, 0.3790, 0.3654, 0.4584, 0.5958, 0.4056, -0.2881, -0.6850, -0.4769, 0.1140, -0.4832, -0.1547, 1.0089, -0.6107, -0.6241, 0.2332, 0.6206, 0.4673, 0.4360, 0.4318, -0.4146, -0.4549, -0.3571, 0.1591, -0.2740, -0.4732, 1.0026, -0.5880, -0.5746, 0.3698, 0.3674, 0.4372, 0.4368, 0.3626]}